# C5H8N2O

An isolated molecule of C5H8N2O (ωB97M-V with the def2-TZVPD basis set, the Open Molecules 2025 dataset).

2S+1 = 1
Strongest force on any atom = 5.19 eV/Å
Lowest unoccupied orbital energy = 0.43 eV
Orbital gap = 9.4 eV
Relative energy (zero: lowest compared OMol25 entry of this formula, charge and spin) = 75.6 kcal per mole
SMILES = NC(=O)N1CC=CC1

Each line ends with the Löwdin charge.
Atoms and positions in Å:
N (2.229, -0.806, -0.184)  0.0578
C (1.326, 0.236, -0.447)  -0.5775
O (1.449, 1.267, -1.171)  -0.0059
N (0.090, -0.033, 0.003)  -0.0983
C (-0.939, 1.038, -0.334)  -0.0944
C (-2.229, 0.370, 0.219)  -0.0921
C (-1.880, -0.779, 0.893)  -0.0881
C (-0.356, -1.025, 0.862)  -0.2314
H (2.294, -1.775, -0.926)  0.2160
H (1.991, -1.167, 0.822)  0.1007
H (-0.907, 1.917, 0.634)  0.1938
H (-0.843, 1.411, -1.415)  0.1353
H (-3.286, 0.757, 0.236)  0.1103
H (-2.458, -1.351, 1.725)  0.1272
H (-0.197, -2.119, 0.535)  0.1393
H (0.052, -0.969, 1.856)  0.1073

Force components x, y, z for each atom (eV/Å):
1.22 -3.96 0.45
-1.01 1.53 -3.38
1.23 -2.86 1.95
-1.13 3.32 -1.53
-0.95 0.69 3.37
0.37 -2.38 0.70
-0.47 1.20 1.24
-2.38 -2.74 0.05
-0.59 4.30 2.84
0.79 0.45 -2.76
0.59 -1.67 -3.45
-0.22 -0.44 2.04
1.52 -0.16 -0.28
0.64 1.06 -2.06
0.13 1.50 0.06
0.25 0.18 0.78